# 1
{
  "formula": "C5H4N2S",
  "method": "ωB97M-V with the def2-TZVPD basis set",
  "energy_ha": -700.55198,
  "total_charge": 0,
  "orbital_gap_ha": 0.3482,
  "de_lowest_kj_mol": 167.8,
  "symbols": ["C", "H", "C", "C", "H", "C", "H", "N", "H", "N", "C", "S"],
  "coordinates": [[-1.00529, 1.32602, 0.13961], [-0.97661, 2.37915, -0.07660], [-0.09989, -1.10865, -0.04142], [-2.34472, 0.83749, 0.02418], [0.60397, -1.57932, -0.85827], [-0.00178, 0.43715, -0.06283], [-1.01518, -1.52423, -0.19909], [-3.42370, 0.48148, 0.00873], [0.13358, -1.46894, 1.04784], [3.70132, -0.79705, 0.13254], [2.79922, -0.10706, -0.02717], [1.62908, 1.12397, -0.08751]],
  "atomic_forces_ev_per_a": [[-0.077, -1.237, -1.830], [0.715, 0.401, 0.558], [3.865, 0.580, 0.919], [1.412, 0.384, 0.667], [-1.053, 0.958, 1.940], [0.011, -1.289, 0.903], [-2.960, -0.463, -0.735], [-1.679, -0.592, -0.179], [0.254, 0.608, -2.075], [0.444, -0.455, -0.137], [-1.137, 0.279, 0.246], [0.205, 0.827, -0.277]]
}

---

# 2
{
  "formula": "C40H60Br20F17INO3",
  "method": "ωB97M-V with the def2-TZVPD basis set",
  "energy_ha": -55316.09985,
  "total_charge": -1,
  "orbital_gap_ha": 0.2201,
  "symbols": ["C", "O", "C", "C", "F", "Br", "C", "C", "H", "H", "H", "Br", "Br", "F", "H", "Br", "F", "H", "C", "H", "H", "Br", "Br", "C", "C", "H", "H", "F", "F", "Br", "F", "H", "H", "C", "N", "H", "F", "I", "C", "H", "C", "H", "C", "H", "Br", "C", "H", "C", "H", "H", "C", "F", "Br", "Br", "H", "H", "C", "H", "C", "C", "C", "H", "H", "C", "H", "H", "H", "C", "C", "H", "H", "H", "Br", "F", "H", "O", "H", "Br", "Br", "C", "C", "H", "F", "Br", "H", "H", "Br", "H", "Br", "O", "C", "H", "H", "H", "Br", "H", "C", "C", "H", "Br", "H", "F", "H", "C", "C", "H", "C", "C", "C", "F", "C", "H", "H", "F", "H", "H", "H", "H", "Br", "Br", "C", "F", "H", "C", "H", "C", "H", "H", "H", "F", "F", "H", "C", "H", "C", "H", "F", "H", "H", "C", "C", "H"],
  "coordinates": [[5.11008, -2.81266, -1.96888], [5.79504, 1.83977, -4.13300], [-2.51605, 4.95582, 5.73525], [-8.81910, -0.85647, 6.75405], [0.24341, -1.55900, -3.70195], [9.71313, -4.42461, -8.07734], [3.65384, 7.65079, -0.11516], [6.00143, -0.49840, -3.12731], [-10.37492, 0.02863, 1.15805], [7.90193, 1.83901, -2.41883], [2.64212, 7.88547, 0.21906], [6.33362, 6.90268, 0.57035], [-13.92977, -2.15921, -0.76389], [-2.99562, -2.55430, -2.22800], [9.90177, 1.16802, -1.26665], [4.07097, 9.00377, -1.45486], [-1.63650, -0.92883, -0.11744], [5.36772, -3.27675, -0.93939], [4.62166, 7.70594, 1.04110], [4.26105, 4.42081, -4.57308], [7.73794, -2.82245, -3.21571], [-6.12232, -1.26258, 5.87871], [-10.53767, 2.15088, 8.41240], [12.22803, -3.36226, -7.20864], [-8.04309, -1.36955, 5.56749], [3.25239, 5.61709, -3.72764], [-8.41310, 0.06754, 7.16562], [2.59653, -4.38513, -0.18342], [-0.28084, 1.17816, -0.69404], [-10.28162, 1.11395, 3.89725], [3.53442, -4.55918, -2.51427], [5.43802, 6.45740, -2.56698], [11.89858, -3.71496, -6.23118], [8.60528, -2.83721, -3.94743], [7.49130, -0.25953, -3.03669], [-4.60956, 5.10337, 5.13599], [3.39516, -2.32209, 0.22686], [9.98031, 1.10621, -4.40975], [-11.31402, -0.28036, 1.61708], [10.08573, -1.12013, -2.33288], [9.08619, 0.38029, -1.04973], [-4.29037, -0.00702, 2.32835], [-11.23368, -0.39837, 3.11846], [-2.21232, 4.06496, 5.18342], [-3.68927, -5.65166, 9.63706], [5.42565, -1.25542, -1.84150], [-8.89489, 4.59285, 8.53465], [4.26459, 5.38413, -4.06230], [7.54234, 0.27533, -5.19113], [8.46368, -3.77975, -4.60280], [3.53455, -3.15612, -2.14093], [-3.40188, -0.15435, -1.27059], [4.68006, 6.73908, -5.40316], [-2.04832, 6.45317, 4.57874], [-5.63590, -3.72680, 8.53964], [12.05436, -5.12847, -8.42370], [-5.35709, -4.35960, 7.69717], [4.75095, 0.05145, -6.00625], [-0.60923, -2.34864, -2.87404], [5.52962, -1.31986, -4.41192], [11.61958, -4.12999, -8.35575], [11.36114, -1.92473, -0.90898], [-13.51698, 0.07892, -1.78503], [8.16115, -0.17274, -4.32450], [8.81593, 0.47822, 0.06418], [4.86335, 4.84929, -2.06882], [4.25143, 7.11403, 1.87965], [0.14103, -3.11015, -1.69184], [2.70424, -3.08523, -0.77678], [-13.35431, -2.38459, -3.64524], [-7.40589, 4.13532, 9.39115], [-14.96439, -0.69903, -2.46413], [6.94220, 4.64310, -3.38004], [0.83699, -2.28440, 0.48831], [-9.15888, 2.75097, 10.37083], [4.08974, 1.29640, -2.74620], [13.31751, -3.40091, -7.25556], [-4.49390, 6.27220, 7.33725], [-8.85431, -2.15861, 8.20716], [-13.91522, -0.84592, -2.20292], [-3.99711, 4.92450, 6.01951], [8.08794, -1.83757, -5.86536], [-1.01322, -3.39815, -3.78033], [-7.49781, -1.79720, 1.22043], [-10.65280, -1.27732, 3.40380], [3.52333, -1.34135, -5.41837], [-7.32509, 3.33859, 7.05466], [6.97350, 0.86513, -1.23013], [11.78272, -1.46829, -7.30921], [10.80372, -1.30666, -0.38050], [8.72383, -1.59046, -4.93161], [-5.10526, -1.57314, 0.64715], [-11.63648, -1.22431, 1.17394], [-12.20999, -0.44174, 3.60098], [-6.32686, 1.24961, 2.93659], [-3.80699, -5.79440, 7.14860], [4.54225, -0.84247, -5.33513], [-5.80597, -0.84123, 1.05149], [8.86594, -1.92389, -1.18481], [-6.72721, -5.73595, 7.54244], [11.72647, -3.62595, -9.31603], [-2.42472, -1.02118, -3.77199], [4.82888, 8.72011, 1.38206], [9.64172, -1.09177, -1.26610], [5.29022, 0.95518, -3.34418], [9.57122, -3.01572, -3.36400], [-1.97052, -1.60390, -2.54319], [-5.33019, -0.33242, 2.38871], [7.81922, 0.75947, -2.01506], [0.67670, -4.30512, -2.27578], [-8.20341, 3.77574, 8.73906], [9.79602, -1.52264, -5.29732], [3.64834, 6.68826, -0.62678], [-0.66813, 1.05327, -2.93375], [-13.32224, -0.71889, -4.26598], [-5.43030, -1.06453, 3.18940], [5.95399, -2.37031, -4.60888], [-1.90666, 5.04595, 6.63424], [-12.66386, 1.01836, 1.08033], [-11.21600, -1.22858, -3.08233], [-3.98338, -4.96696, 7.83551], [-0.80529, -3.61180, -0.73696], [-5.43022, -3.78219, 6.77618], [1.26755, -2.34540, -0.88744], [-8.26822, -2.40703, 5.31906], [5.23205, 5.44227, -2.90793], [-4.28270, 3.97129, 6.46711], [-9.86587, -0.70171, 6.48938], [-5.96001, -0.04967, 0.31852], [2.93208, -2.48862, -3.23219], [1.52736, -1.01506, -1.24944], [4.47374, -0.76470, -1.40869], [-13.13641, -1.34692, -3.39342], [-8.25372, 1.66571, 9.29233], [-1.25947, 0.88806, -1.68524], [6.19807, -1.15558, -0.98695], [-2.20375, 1.95437, -1.55874], [-8.22289, -0.74308, 4.69181], [5.73526, -3.40814, -2.70599], [-2.01225, -0.49458, -1.42640], [-8.87175, 2.56274, 9.33525], [-3.21203, -4.20907, 7.69052]],
  "atomic_forces_ev_per_a": [[-0.524, -0.210, 1.464], [0.161, -3.388, 1.528], [0.083, -0.009, -0.274], [-0.182, -0.137, 0.055], [-1.937, -1.459, 2.780], [0.064, 0.070, -0.066], [-0.173, 0.250, -0.028], [-0.437, 1.354, -2.033], [-0.097, -0.034, 0.163], [0.074, -1.829, 0.347], [0.116, -0.038, 0.024], [-0.054, 0.110, 0.004], [0.037, 0.050, -0.017], [2.712, 1.928, -0.324], [-0.972, -1.562, 0.424], [0.001, -0.128, -0.004], [-0.460, 0.381, -3.309], [-0.516, 0.631, -1.586], [0.147, -0.273, 0.112], [0.140, 0.056, 0.192], [1.163, 0.320, -0.945], [-0.032, -0.014, 0.075], [0.081, -0.069, -0.021], [0.188, 0.298, -0.080], [0.014, 0.116, -0.176], [0.107, -0.001, 0.006], [-0.029, -0.105, -0.168], [-0.136, 2.960, -1.560], [-2.426, -1.294, -2.540], [-0.150, 0.039, 0.051], [-0.456, 2.394, 0.593], [-0.081, -0.085, -0.144], [-0.034, -0.009, -0.190], [0.374, -1.036, -0.587], [-0.221, 0.155, 0.489], [0.163, -0.001, 0.092], [-1.338, -1.470, -2.459], [-0.647, 0.011, 0.203], [-0.176, -0.137, -0.160], [-1.050, -0.034, 1.479], [0.181, 0.136, -0.150], [-0.094, -0.061, -0.090], [0.230, 0.004, 0.097], [-0.102, 0.063, 0.062], [0.006, -0.061, -0.080], [0.081, -0.134, 1.053], [0.035, -0.188, 0.037], [-0.202, -0.020, 0.047], [0.700, -0.373, 1.828], [0.232, 1.365, 0.991], [2.343, -1.741, -1.687], [2.860, -0.918, -0.636], [0.005, 0.007, -0.064], [0.026, -0.025, 0.114], [0.089, -0.101, -0.108], [-0.002, 0.108, 0.047], [-0.063, -0.106, -0.217], [-1.004, -0.122, 2.204], [0.255, -1.427, -3.501], [-0.827, 0.243, -1.195], [-0.120, -0.294, 0.069], [-0.495, 0.727, 0.897], [0.031, -0.161, -0.068], [0.240, -0.802, -2.265], [0.189, -0.030, -1.643], [-0.048, -0.066, -0.175], [-0.036, 0.048, -0.121], [-0.482, -2.752, 0.321], [0.274, -0.149, 1.816], [-0.013, 0.151, 0.119], [-0.083, -0.070, -0.034], [0.113, -0.041, -0.027], [0.089, 0.343, 0.107], [0.571, -0.079, -2.892], [0.066, 0.031, -0.106], [4.598, -2.813, -1.329], [-0.109, -0.062, -0.041], [-0.022, -0.003, -0.083], [0.099, 0.084, 0.000], [-0.229, -0.085, 0.047], [-0.064, -0.115, 0.246], [0.903, 0.526, 1.427], [0.455, 2.168, 2.103], [-0.063, 0.077, -0.003], [-0.038, 0.043, -0.120], [1.957, -0.385, -1.061], [-0.126, -0.037, -0.018], [0.884, -0.455, -1.751], [0.038, -0.113, 0.035], [-0.600, -0.738, -1.221], [-0.877, -0.637, 0.113], [-0.046, 0.079, 0.078], [0.012, 0.071, 0.063], [0.104, 0.030, -0.157], [-0.036, -0.092, 0.059], [-0.116, 0.125, 0.089], [1.370, -0.299, 0.863], [0.076, -0.176, -0.043], [0.903, 1.228, 0.167], [-0.003, 0.051, 0.072], [0.011, 0.017, 0.202], [1.267, -0.918, 2.857], [-0.097, -0.114, -0.141], [0.832, 1.040, -1.345], [-4.362, 4.450, 0.318], [-1.373, 0.351, -0.677], [-2.367, -0.530, -1.610], [0.160, 0.222, -0.054], [-0.097, 0.845, 2.230], [-0.678, 2.996, 1.328], [0.320, 0.033, -0.027], [-1.455, 0.046, 0.558], [0.088, 0.109, 0.127], [-1.367, -0.996, 2.810], [-0.034, -0.026, 0.125], [-0.034, 0.084, -0.171], [-1.637, 0.976, 1.371], [-0.175, 0.005, -0.088], [0.112, 0.052, 0.013], [-0.081, -0.089, 0.012], [0.138, 0.116, 0.168], [1.677, 1.462, -2.362], [0.061, -0.081, 0.122], [1.197, 1.048, 3.005], [0.030, 0.111, 0.148], [0.203, -0.254, 0.102], [0.062, 0.078, -0.051], [0.148, 0.035, -0.041], [0.022, -0.080, 0.164], [0.563, -1.111, 2.605], [-1.020, -2.783, 0.130], [1.563, -0.271, -1.237], [0.194, 0.163, -0.123], [-0.024, 0.168, -0.030], [1.229, 4.063, 0.195], [-1.042, -0.130, -1.485], [2.030, -2.631, -0.359], [0.026, 0.028, 0.121], [-1.228, 0.907, 0.663], [-2.099, 0.834, 2.611], [-0.256, 0.022, 0.120], [-0.126, -0.029, -0.003]]
}

---

# 3
{
  "formula": "C6H11NO",
  "method": "ωB97M-V with the def2-TZVPD basis set",
  "energy_ha": -365.15949,
  "total_charge": 0,
  "orbital_gap_ha": 0.3783,
  "de_lowest_kj_mol": 189.0,
  "symbols": ["H", "N", "C", "C", "H", "H", "H", "O", "H", "H", "H", "C", "H", "H", "C", "H", "C", "C", "H"],
  "coordinates": [[1.48871, -1.28982, -1.57596], [-2.12974, 0.22541, 0.78501], [-0.46141, -0.53881, -0.81555], [1.02806, -0.85411, -0.69270], [-1.82446, 1.04468, -1.09167], [2.96047, -0.67145, 0.16847], [0.11290, 1.70591, 1.18648], [-0.19143, 2.85276, -0.44806], [-0.92620, -0.83875, -1.75501], [1.70778, 0.13496, 1.10414], [-2.73462, 1.00496, 1.04168], [-1.20510, 0.65290, -0.27443], [-0.02330, -1.59942, 1.13127], [2.28446, 0.85096, -0.42211], [-0.36910, 1.82610, 0.20226], [-0.16538, -2.69469, -0.30240], [2.03823, -0.08618, 0.08544], [0.02336, -1.68637, 0.05263], [-1.61325, -0.03902, 1.62050]],
  "atomic_forces_ev_per_a": [[-0.362, -0.111, -0.011], [-0.092, 0.406, 0.117], [0.684, -0.526, -0.177], [-0.476, -0.446, -0.136], [0.196, 0.000, 0.155], [-0.139, 0.064, 0.008], [-0.101, 0.078, 0.209], [-0.423, -1.620, 1.133], [0.375, -0.177, 0.195], [0.015, 0.056, -0.097], [0.078, -0.216, 0.018], [-0.682, 0.468, 0.418], [0.097, 0.172, -0.018], [0.089, 0.019, 0.178], [0.725, 1.312, -1.509], [-0.124, 0.138, 0.068], [0.348, 0.642, 0.210], [-0.103, -0.221, -0.669], [-0.105, -0.040, -0.094]]
}

---

# 4
{
  "formula": "C26H28LiN2",
  "method": "ωB97M-V with the def2-TZVPD basis set",
  "energy_ha": -1124.53953,
  "total_charge": -1,
  "orbital_gap_ha": 0.1263,
  "symbols": ["N", "H", "C", "C", "H", "H", "H", "C", "N", "H", "H", "C", "H", "C", "H", "C", "H", "H", "C", "H", "C", "C", "C", "C", "H", "H", "H", "H", "C", "C", "H", "H", "C", "H", "H", "H", "C", "H", "H", "H", "C", "C", "C", "C", "C", "H", "C", "H", "C", "C", "H", "H", "C", "H", "C", "Li", "C"],
  "coordinates": [[-5.45417, -1.93952, 1.15841], [2.79263, -3.29786, 1.20232], [1.34085, -1.70258, 1.14124], [-2.67473, 0.54418, 1.07350], [-4.83119, 0.68990, 1.07518], [3.75436, 3.54278, -2.42899], [-0.71751, 1.14074, -1.70228], [-3.95467, 0.03516, 1.09377], [5.02430, -1.93526, 1.15468], [5.00951, -2.20152, -0.93818], [5.38166, -3.69680, 2.29954], [2.62391, -2.21583, 1.16708], [-0.96549, -2.42426, 1.15110], [5.53801, -2.57870, -0.05320], [6.60779, -2.34592, -0.13231], [-1.77156, -1.70699, 1.14300], [-1.99990, 4.91942, -3.56154], [-7.00137, -2.37954, 2.47854], [2.24254, 0.54831, 1.05523], [-5.81611, -3.69858, 2.30460], [-5.96599, -2.58176, -0.05062], [-1.86991, 2.94356, -2.45340], [-4.17031, -1.36782, 1.14443], [3.74044, -1.36354, 1.13743], [-7.03559, -2.34831, -0.13152], [6.56842, -2.38000, 2.47715], [0.53660, -2.42011, 1.15872], [-5.43587, -2.20387, -0.93436], [0.43233, 2.82149, -2.58587], [-0.00323, 4.08639, -3.16841], [0.56805, 6.00189, -3.94820], [-5.85968, -3.68010, 0.00087], [1.07899, -0.30273, 1.08332], [-0.21951, 1.38495, 1.00333], [-2.91373, 2.66884, -2.30398], [4.95244, -2.22734, 3.24311], [2.68638, 3.69600, -2.55821], [-5.38608, -2.22828, 3.24657], [4.39962, 0.69384, 1.05656], [-2.52242, 1.62040, 1.03564], [5.49865, -2.60064, 2.36729], [0.91704, 5.10353, -3.43457], [-0.21626, 0.29057, 1.04554], [-1.42894, 4.11808, -3.09707], [2.24780, 4.92026, -3.07770], [2.15466, 1.64627, -2.04523], [-0.74069, 2.14229, -2.13233], [-3.22201, -3.30262, 1.19889], [-5.93177, -2.60221, 2.37066], [-3.05248, -2.21959, 1.16936], [5.43119, -3.67700, -0.00088], [2.09207, 1.62468, 1.01454], [1.80705, 2.63488, -2.35350], [2.97821, 5.70028, -3.30837], [-1.50989, -0.30660, 1.09241], [0.74045, 4.37775, -1.02186], [3.52511, 0.03941, 1.07856]],
  "atomic_forces_ev_per_a": [[-1.422, -0.054, 0.040], [-0.111, 0.313, 0.003], [0.152, -0.292, -0.001], [0.337, -0.436, -0.013], [0.273, -0.155, 0.000], [-0.149, -0.004, 0.178], [-0.216, 0.395, 0.087], [-0.227, -0.885, 0.065], [1.431, -0.048, 0.037], [0.187, -0.088, 0.282], [-0.043, 0.047, 0.144], [0.342, 0.840, -0.051], [-0.452, 0.230, 0.002], [-0.241, 0.396, 0.519], [-0.019, -0.166, -0.231], [0.053, -0.171, -0.002], [-0.173, -0.222, 0.342], [0.028, -0.172, 0.219], [-0.139, -0.515, -0.016], [0.041, 0.042, 0.145], [0.244, 0.401, 0.515], [0.846, -0.146, -0.476], [1.202, -0.134, -0.022], [-1.123, -0.112, -0.027], [0.023, -0.166, -0.229], [-0.028, -0.171, 0.218], [0.417, 0.225, 0.003], [-0.189, -0.088, 0.284], [-0.999, 0.391, 0.671], [-1.180, -0.207, 0.631], [0.222, -0.016, 0.327], [0.045, 0.049, -0.146], [-0.338, 0.391, -0.041], [-0.002, -0.231, -0.008], [0.349, 0.042, 0.112], [0.186, -0.089, -0.279], [0.246, -1.163, 0.205], [-0.188, -0.091, -0.278], [-0.217, -0.122, 0.002], [0.008, -0.097, -0.018], [-0.243, 0.434, -0.541], [0.481, 0.187, -0.201], [0.126, 0.059, 0.117], [0.359, 0.150, -0.296], [-0.311, 1.086, -0.681], [0.074, 0.390, 0.225], [0.099, -0.129, -0.384], [0.118, 0.339, 0.002], [0.243, 0.434, -0.541], [-0.542, 0.760, -0.050], [-0.045, 0.053, -0.148], [-0.017, -0.058, 0.003], [0.455, -0.172, -0.099], [-0.211, -0.223, 0.159], [0.089, 0.285, -0.061], [0.064, -0.443, -0.754], [0.084, -0.872, 0.055]]
}